(1)
Here is a cluster of 2 separate species, C2H7N4S in total at a distorted geometry from OMol25. Energies are from the ωB97M-V functional and the def2-TZVPD basis.

CARTESIAN COORDINATES (ANGSTROEM)
C1 -0.2146 1.0581 -1.7431
C2 1.0374 0.3108 1.3472
N1 0.0598 0.5327 -0.7168
N2 0.6243 -0.2252 0.0800
N3 -0.4703 -2.1109 -0.0469
N4 -1.0383 1.5751 -2.5892
S1 -1.3412 -2.3818 -1.3962
H1 0.1975 0.6424 1.9620
H2 1.6830 1.1770 1.1643
H3 1.6157 -0.4425 1.8742
H4 -0.9515 -1.9245 0.8294
H5 0.4305 -2.5676 0.0672
H6 -0.7569 1.7152 -3.5502
H7 -1.9869 1.8231 -2.3293

- Kohn-Sham gap (alpha / beta): 6.51 / 6.51 eV
- Maximum force: 1.521 eV/Å
- Lowest unoccupied orbital energy (alpha / beta): -6.2 / -6.2 eV
- E_HOMO (alpha / beta): -12.726 / -12.725 eV
- Charge: +1
- DFT total energy: -18971.551 eV


(2)
Here is a structure of composition C55H40NO6PRuS2Se3 from OMol25. Energies are from the ωB97M-V functional and the def2-TZVPD basis.

CARTESIAN COORDINATES (ANGSTROEM)
Ru1 0.4136 -0.2594 0.0192
Se1 2.9501 -3.7048 -1.7446
P1 0.8426 -3.5737 -1.7930
Se2 -0.2958 -1.6603 -1.8051
C1 0.1469 -4.2416 -3.3495
C2 0.9765 -4.4406 -4.4459
C3 0.4479 -4.8884 -5.6485
C4 -0.9120 -5.1396 -5.7623
C5 -1.7439 -4.9444 -4.6686
C6 -1.2189 -4.4944 -3.4659
C7 0.0907 -4.5859 -0.4575
C8 -1.2260 -4.3808 -0.0466
C9 -1.7636 -5.1490 0.9766
C10 -0.9921 -6.1138 1.6068
C11 0.3273 -6.3036 1.2183
C12 0.8680 -5.5399 0.1944
H1 2.0373 -4.2502 -4.3405
H2 1.1025 -5.0424 -6.4973
H3 -1.3238 -5.4882 -6.7016
H4 -2.8057 -5.1406 -4.7489
H5 -1.8753 -4.3445 -2.6203
H6 -1.8131 -3.5716 -0.4609
H7 -2.7802 -4.9611 1.2982
H8 -1.4111 -6.7013 2.4150
H9 0.9442 -7.0382 1.7213
H10 1.8993 -5.6734 -0.1060
C13 -6.7007 5.2320 -1.3256
C14 -5.4652 4.7225 -0.6323
C15 -5.2694 3.3628 -0.4263
C16 -4.1373 2.8951 0.2320
C17 -3.1900 3.8064 0.6632
C18 -3.3715 5.1713 0.4917
C19 -4.5056 5.6210 -0.1584
S1 -1.7427 3.2122 1.5283
O1 -1.4031 4.2524 2.5438
C20 -0.5624 3.4098 0.1635
C21 -0.9503 3.1223 -1.1670
C22 -0.0463 3.1991 -2.1781
C23 1.3010 3.5523 -1.9232
C24 2.2612 3.6111 -2.9606
C25 3.5641 3.9120 -2.6886
C26 3.9688 4.1641 -1.3611
C27 3.0626 4.1205 -0.3405
C28 1.6993 3.8236 -0.5947
C29 0.7314 3.7496 0.4587
C30 1.2243 3.9959 1.8474
C31 1.3738 5.3397 2.3133
C32 0.9476 6.4417 1.5397
C33 1.0894 7.7187 2.0068
C34 1.6628 7.9532 3.2724
C35 2.0779 6.9034 4.0426
C36 1.9420 5.5729 3.5838
C37 2.3712 4.4704 4.3716
C38 2.2317 3.2021 3.9162
C39 1.6338 2.9692 2.6521
S2 1.7199 1.3018 2.0191
O2 3.1670 0.9790 1.9878
C40 0.9949 0.4162 3.3888
C41 1.4262 -0.8858 3.5744
C42 0.8150 -1.6652 4.5429
C43 -0.2301 -1.1631 5.3105
C44 -0.9093 -2.0140 6.3495
C45 -0.6507 0.1468 5.0960
C46 -0.0452 0.9448 4.1409
H11 -7.2612 4.4165 -1.7814
H12 -6.4447 5.9482 -2.1081
H13 -7.3614 5.7404 -0.6201
H14 -6.0131 2.6560 -0.7747
H15 -3.9935 1.8391 0.4270
H16 -2.6278 5.8573 0.8807
H17 -4.6558 6.6851 -0.3044
H18 -1.9629 2.8126 -1.3720
H19 -0.3432 2.9610 -3.1926
H20 1.9430 3.3948 -3.9734
H21 4.2935 3.9445 -3.4880
H22 5.0084 4.3768 -1.1480
H23 3.3898 4.2909 0.6772
H24 0.4958 6.2596 0.5727
H25 0.7536 8.5544 1.4060
H26 1.7714 8.9681 3.6338
H27 2.5161 7.0750 5.0188
H28 2.8237 4.6621 5.3374
H29 2.5789 2.3556 4.4945
H30 2.2207 -1.2828 2.9547
H31 1.1369 -2.6904 4.6817
H32 -0.5697 -3.0478 6.2945
H33 -1.9912 -2.0038 6.2100
H34 -0.7027 -1.6434 7.3560
H35 -1.4766 0.5458 5.6731
H36 -0.4027 1.9546 3.9715
O3 -2.9147 0.0243 2.2329
Se3 -2.2061 -0.6673 0.9748
O4 -0.6454 -1.2403 1.4016
O5 -1.5279 0.5000 -0.0565
O6 -3.1046 -1.7442 0.2019
N1 10.1625 -0.5371 -1.6997
C47 9.0203 -0.5018 -1.5702
C48 7.5919 -0.4535 -1.4112
C49 6.7626 -0.7775 -2.4849
C50 5.3908 -0.7340 -2.3315
C51 4.8306 -0.3515 -1.1099
C52 5.6671 -0.0225 -0.0374
C53 7.0399 -0.0803 -0.1857
C54 3.4177 -0.2975 -0.9352
C55 2.2130 -0.2499 -0.7865
H37 7.2016 -1.0736 -3.4283
H38 4.7332 -1.0079 -3.1450
H39 5.2126 0.2923 0.8934
H40 7.6924 0.1723 0.6395

- Kohn-Sham gap (alpha / beta): 6.34 / 6.52 eV
- Maximum force: 0.517 eV/Å
- 2S+1: 2
- Lowest unoccupied orbital energy (alpha / beta): 1.1 / 1.3 eV
- E_HOMO (alpha / beta): -5.232 / -5.199 eV
- ⟨S²⟩: 0.766
- Charge: -1
- DFT total energy: -301038.052 eV


(3)
Here is a structure of composition C26H30BrIIrN4O4PTe from OMol25. Energies are from the ωB97M-V functional and the def2-TZVPD basis.

CARTESIAN COORDINATES (ANGSTROEM)
Ir1 -0.0127 0.5744 0.2999
Br1 -5.5827 5.4367 0.1475
C1 -3.9711 4.4595 0.2799
C2 -2.8586 5.0443 0.9117
C3 -1.6801 4.3624 1.0181
C4 -1.5420 3.0476 0.5090
O1 -0.3735 2.4943 0.6477
C5 -2.6686 2.4618 -0.1342
C6 -2.6783 1.1791 -0.7458
N1 -1.7131 0.3095 -0.7308
C7 -1.7993 -0.9504 -1.3831
C8 -2.8201 -1.3499 -2.2167
C9 -2.8195 -2.6350 -2.7747
C10 -1.8091 -3.5151 -2.4872
C11 -0.7515 -3.1319 -1.6424
C12 0.3097 -4.0083 -1.2877
C13 1.2693 -3.5760 -0.4366
C14 1.2480 -2.2443 0.0823
N2 0.2938 -1.4004 -0.2804
C15 -0.7270 -1.8352 -1.1063
C16 -3.8751 3.2036 -0.2351
H1 -2.9450 6.0456 1.3124
H2 -0.8119 4.7986 1.4926
H3 -3.5891 0.9218 -1.2778
H4 -3.6267 -0.6776 -2.4717
H5 -3.6280 -2.9248 -3.4311
H6 -1.8050 -4.5133 -2.9048
H7 0.3249 -5.0154 -1.6847
H8 2.0861 -4.2104 -0.1148
H9 2.8673 -2.8198 1.2715
H10 -4.7250 2.7564 -0.7353
I1 4.9236 -4.1863 2.3133
C17 2.3047 -1.9076 1.0664
H11 1.8823 -1.5329 2.0012
H12 2.9843 -1.1398 0.7034
C18 3.0433 4.1918 3.9817
C19 2.8474 4.2945 2.4865
O2 2.1070 3.1549 2.0078
P1 2.8861 2.0146 1.1951
O3 1.8430 0.9036 0.9940
Te1 3.8667 2.7543 -0.7797
O4 3.8575 1.4102 2.2988
C20 5.2893 1.2060 2.1356
C21 5.5749 -0.1546 1.5606
H13 3.6148 5.0470 4.3458
H14 3.5865 3.2811 4.2323
H15 2.0842 4.1786 4.5010
H16 3.7985 4.3674 1.9524
H17 2.2585 5.1712 2.2140
H18 5.6904 1.3177 3.1423
H19 5.6752 2.0091 1.5050
H20 5.1553 -0.9631 2.1606
H21 6.6522 -0.3213 1.5115
H22 5.1849 -0.2326 0.5436
C22 -3.0953 -2.6164 3.3655
C23 -2.1266 -1.5117 3.1328
C24 -1.4671 -0.6692 3.9980
C25 -0.6521 0.1645 3.2177
N3 -0.8258 -0.1592 1.9373
N4 -1.7239 -1.1724 1.8949
C26 0.2754 1.2260 3.6837
H23 -3.2845 -2.7193 4.4309
H24 -2.7014 -3.5650 2.9992
H25 -4.0457 -2.4212 2.8678
H26 -1.5378 -0.6576 5.0712
H27 -1.9769 -1.5941 1.0154
H28 0.0431 1.4671 4.7193
H29 0.2038 2.1225 3.0726
H30 1.3098 0.8833 3.6275

- Kohn-Sham gap: 3.84 eV
- Maximum force: 0.449 eV/Å
- Lowest unoccupied orbital energy: -2.1 eV
- E_HOMO: -5.927 eV
- DFT total energy: -139166.395 eV


(4)
Here is the ion C8H12BrClN with charge +1 at a distorted geometry from OMol25. Energies are from the ωB97M-V functional and the def2-TZVPD basis.

CARTESIAN COORDINATES (ANGSTROEM)
C1 1.0084 3.6276 0.0611
N1 0.6516 2.5761 -0.9653
C2 1.3845 1.3706 -0.7040
C3 0.6578 0.3328 -0.1950
C4 1.1029 -1.0116 0.2584
Br1 3.0447 -1.2836 0.2075
C5 0.2864 -2.0839 0.5628
C6 -1.1651 -2.1074 0.3104
C7 -1.8401 -3.0147 1.2876
C8 -1.6833 -1.5684 -0.7957
Cl1 -3.3240 -1.5705 -1.0632
H1 1.8641 4.2179 -0.1940
H2 0.0594 4.2109 0.1047
H3 1.2327 3.0220 0.9663
H4 0.9994 2.9922 -1.8448
H5 -0.2870 2.1211 -0.7986
H6 2.4703 1.3970 -0.9589
H7 -0.3592 0.4880 0.0388
H8 0.8979 -2.8298 1.1249
H9 -2.2887 -2.3989 2.0119
H10 -1.1017 -3.7585 1.4616
H11 -2.6411 -3.5744 0.6762
H12 -0.9699 -1.1545 -1.5526

- Kohn-Sham gap: 7.86 eV
- Maximum force: 4.235 eV/Å
- Lowest unoccupied orbital energy: -4.0 eV
- E_HOMO: -11.816 eV
- Charge: +1
- DFT total energy: -92535.859 eV


Summary of energy above the lowest of the compared OMol25 structures with the same formula, charge and spin in kcal per mole
96.9; 26.7; 23.4; 0.0
(order as listed above)